#a
Molecular formula: C3H4ClN3
Method: DFT, the ωB97M-V functional and the def2-TZVPD basis

Positions of all 11 atoms, in Å:
Cl  -1.558  -0.792  1.725
N  0.200  0.550  0.075
N  0.781  -1.269  -2.779
N  -0.849  -1.550  -0.981
C  0.602  1.606  0.934
C  -0.600  -0.288  0.359
C  -0.029  -1.422  -1.991
H  -0.685  -2.426  -0.526
H  -0.048  2.513  0.816
H  1.409  1.956  0.470
H  0.777  1.123  1.898

As for the spin multiplicity: 1. Its total charge is 0. The calculation puts the HOMO-LUMO gap at 9.93 eV. For the HOMO energy, the calculation gives -9.8 eV. Its LUMO energy is 0.15 eV.



#b
Molecular formula: C3H4ClN3
Method: DFT, the ωB97M-V functional and the def2-TZVPD basis

Positions of all 11 atoms, in Å:
Cl  -3.274  0.540  1.473
N  0.810  -0.566  0.395
N  -1.051  -0.616  1.791
N  -1.751  0.047  0.910
C  0.220  -0.946  1.542
C  0.594  0.256  -0.415
C  0.819  0.650  -1.768
H  0.206  -0.035  -2.324
H  0.636  1.599  -2.013
H  1.953  0.374  -1.921
H  0.837  -1.302  2.329

As for the spin multiplicity: 1. Its total charge is 0. The calculation puts the HOMO-LUMO gap (alpha / beta) at 7.21 / 7.21 eV. For the HOMO energy (alpha / beta), the calculation gives -7.7 / -7.7 eV. Its LUMO energy (alpha / beta) is -0.51 / -0.52 eV.



The most stable of them is #a.



#a
Molecular formula: C12H18NS
Method: DFT, the ωB97M-V functional and the def2-TZVPD basis

Positions of all 32 atoms, in Å:
S  3.702  -0.186  -0.760
N  2.288  -1.809  0.320
C  -1.297  -1.178  0.162
C  2.592  2.179  -0.285
C  -1.389  -0.446  -1.177
C  2.436  0.711  0.042
C  1.171  -1.275  0.574
C  -2.839  -0.871  -1.730
C  1.337  0.159  0.670
C  -0.201  -2.095  0.471
C  -1.124  0.966  0.816
C  -1.354  1.023  -0.679
C  0.362  1.090  1.363
C  -1.888  -0.339  1.216
H  -1.721  -0.744  2.218
H  -1.554  1.768  1.453
H  -2.997  -0.189  1.023
H  4.275  -0.716  0.385
H  0.337  1.160  2.408
H  -0.607  -0.772  -1.954
H  2.305  2.717  0.653
H  -0.492  1.524  -1.162
H  1.954  2.331  -1.194
H  -2.839  -1.952  -1.669
H  -0.063  -2.844  -0.324
H  3.638  2.477  -0.607
H  -0.308  -2.559  1.387
H  -3.679  -0.384  -1.371
H  0.684  2.150  1.074
H  -2.722  -0.583  -2.763
H  2.368  -2.752  0.071
H  -2.374  1.441  -0.633

As for the spin multiplicity: 1. Its total charge is +1. The calculation puts the HOMO-LUMO gap (alpha / beta) at 5.48 / 5.47 eV. For the HOMO energy (alpha / beta), the calculation gives -11.1 / -11.1 eV. Its LUMO energy (alpha / beta) is -5.63 / -5.63 eV.



#b
Molecular formula: C12H18NS
Method: DFT, the ωB97M-V functional and the def2-TZVPD basis

Positions of all 32 atoms, in Å:
S  2.529  2.296  -0.069
N  1.002  -0.698  0.081
C  0.490  0.782  0.016
C  1.252  1.682  1.095
C  0.473  -1.318  -1.250
C  0.393  -1.516  1.158
C  -3.819  1.029  0.034
C  -3.130  1.012  -1.195
C  1.318  1.386  -1.178
C  -3.054  0.988  1.212
C  -1.702  0.802  1.258
C  2.493  -0.814  0.113
C  -0.979  0.786  0.033
C  -1.784  0.894  -1.186
H  -4.846  1.172  0.103
H  -1.040  1.121  -1.990
H  1.792  0.849  -2.000
H  1.497  1.393  2.082
H  1.055  -2.303  1.267
H  1.318  -1.224  -1.806
H  0.822  2.157  -1.669
H  -0.319  -0.804  -1.677
H  0.275  -0.976  2.151
H  2.866  -0.461  -0.824
H  -0.625  -1.646  0.789
H  -3.636  0.915  -2.096
H  -3.619  0.787  2.187
H  0.568  2.500  1.253
H  2.943  -0.102  0.851
H  -1.229  0.974  2.205
H  2.673  -1.823  0.237
H  0.083  -2.225  -1.045

As for the spin multiplicity: 1. Its total charge is +1. The calculation puts the HOMO-LUMO gap at 9.48 eV. For the HOMO energy, the calculation gives -12.3 eV. The SMILES is C[N+](C)(C)C1(c2ccccc2)CSC1. Its LUMO energy is -2.85 eV.



The most stable of them is #b.